w:
10
Properties=species:S:1:pos:R:3 method="wB97M-V/def2-TZVPD" molar_mass_da=153.04 charge=0 smiles=Br[C@H]1CCS1 gap_ev=9.65 spin_multiplicity=1
C 0.1194 -0.7870 -0.1236
C 1.1301 0.6660 -0.3535
C -1.0763 -0.0189 0.5468
S -0.3355 1.6152 0.1018
Br -2.8950 -0.4707 -0.0717
H -0.0061 -1.1365 -1.1305
H 0.4705 -1.5552 0.4902
H 2.0388 0.9286 0.3275
H 1.6010 0.7807 -1.3713
H -1.0467 -0.0223 1.5842


x:
10
Properties=species:S:1:pos:R:3 method="wB97M-V/def2-TZVPD" molar_mass_da=153.04 charge=0 smiles="S=CBr.C=C" gap_ev=8.51 spin_multiplicity=1
C 0.8972 1.3315 -0.0844
C 0.6233 1.1976 1.1887
C -1.0786 -1.8861 -0.7506
S -2.4908 -2.0963 0.0110
Br -0.8246 -2.1884 -2.5819
H 0.2449 0.9315 -0.8239
H 1.7831 1.8264 -0.4635
H 1.3831 1.6275 1.8960
H -0.3238 0.8375 1.6562
H -0.2136 -1.5813 -0.0477


y:
10
Properties=species:S:1:pos:R:3 method="wB97M-V/def2-TZVPD" molar_mass_da=153.04 charge=0 gap_ev=8.08 spin_multiplicity=1
C 1.8497 0.2618 -1.9023
C -0.6268 -0.3267 -0.2017
C 0.6721 0.3991 0.0560
S 2.2048 1.4120 -2.8888
Br 2.2591 -1.5555 -2.0111
H -0.3353 -1.3987 -0.5103
H -1.0974 -0.0924 0.7504
H -1.2642 0.0835 -1.0545
H 0.6406 1.4284 0.2119
H 1.2660 0.1005 0.9304


Most stable one: w, least stable one: y.


w:
12
Properties=species:S:1:pos:R:3 method="wB97M-V/def2-TZVPD" molar_mass_da=95.10 charge=0 gap_ev=11.80 spin_multiplicity=1
O -2.1238 -3.1346 0.3313
C -1.2728 -2.4870 0.7091
C -0.2736 0.9158 0.6755
C 1.1941 0.7243 0.4868
C 0.2899 0.7924 -0.7223
C 0.0370 -0.4114 -1.4803
N -0.1645 -1.3826 -2.0782
H -0.8407 0.0732 1.0574
H -0.6432 1.8941 0.9640
H 1.6109 -0.2455 0.7390
H 1.8596 1.5671 0.6433
H 0.3273 1.6943 -1.3254


x:
12
Properties=species:S:1:pos:R:3 method="wB97M-V/def2-TZVPD" molar_mass_da=95.10 charge=0 smiles=C#C[C@@H](C#N)CO gap_ev=11.20 spin_multiplicity=1
O -1.9512 0.2607 0.5076
C -0.9047 -0.6036 0.8466
C 0.3024 -0.3861 -0.1211
C 0.6596 1.0017 -0.4860
C 0.7996 1.9704 -1.1846
C 1.4745 -1.2340 0.1596
N 2.4174 -1.8961 0.2660
H -1.6209 1.1646 0.6007
H -0.6311 -0.5369 1.9113
H -1.2938 -1.6165 0.6881
H -0.0674 -0.6758 -1.1079
H 0.8154 2.5515 -2.0803


y:
12
Properties=species:S:1:pos:R:3 method="wB97M-V/def2-TZVPD" molar_mass_da=95.10 charge=0 gap_ev=8.68 spin_multiplicity=1
N -1.3761 2.6724 0.6731
C -0.7767 1.7040 0.4794
C -0.0657 0.4814 0.1931
C 1.3586 0.5273 -0.1053
C 0.2325 -1.7673 -0.2453
C -0.8310 -0.7147 -0.2989
O 0.8373 0.0006 1.1697
H 1.7773 -0.1238 -0.8901
H 1.9304 1.4263 0.0611
H -0.2739 -2.6797 0.0760
H -1.1199 -0.6543 -1.3575
H -1.7361 -0.8778 0.3004


Most stable one: w, least stable one: y.


w:
12
Properties=species:S:1:pos:R:3 method="wB97M-V/def2-TZVPD" molar_mass_da=95.10 charge=0 gap_ev=11.34 spin_multiplicity=1
O 0.0510 1.7421 -0.5670
C -0.5052 0.4658 -0.2429
C -0.3818 0.0585 1.1747
C -0.4336 -1.4181 0.9265
C 0.4930 -0.5559 0.1502
C 1.1741 1.3897 -2.7712
N 0.6533 1.6254 -1.7422
H -1.3822 0.2483 -0.8576
H -0.1795 0.6339 2.0662
H -1.3010 -1.8540 0.4251
H 0.0172 -2.0546 1.6835
H 1.5642 -0.5519 0.0055


x:
12
Properties=species:S:1:pos:R:3 method="wB97M-V/def2-TZVPD" molar_mass_da=95.10 charge=0 gap_ev=9.16 spin_multiplicity=1
C -1.5123 -1.2000 0.0683
C -0.6720 0.5544 -0.3056
C 0.2584 1.5533 -0.2330
C 1.2365 -0.5314 0.3701
C -0.1086 -0.6118 0.1735
H -2.0977 -1.1234 1.1287
H -1.6676 -2.2101 -0.4713
H 0.5455 2.5209 -0.6741
H 2.4415 1.2687 -0.3063
H 2.0716 -1.1666 0.4998
N 1.4460 0.8471 0.2268
O -1.9411 0.0990 -0.4770


Most stable one: x, least stable one: w.


w:
12
Properties=species:S:1:pos:R:3 method="wB97M-V/def2-TZVPD" molar_mass_da=95.10 charge=0 gap_ev="7.95 / 7.95" spin_multiplicity=1
O 1.6292 -0.5936 1.7880
C 0.6206 -0.4973 1.2521
C -0.5542 -0.4250 0.5634
C -1.3075 0.8219 0.0275
C -0.3213 0.2374 -0.8701
C 0.8775 1.0208 -0.9554
N 1.8290 1.6782 -1.0842
H 1.1215 -1.7823 -0.5502
H -1.0711 -1.3811 0.5287
H -1.1521 1.8096 0.4523
H -2.3502 0.5304 -0.1010
H 0.6785 -1.4188 -1.0511


x:
12
Properties=species:S:1:pos:R:3 method="wB97M-V/def2-TZVPD" molar_mass_da=95.10 charge=0 smiles="C#CC(=C)C#N.O" gap_ev=9.42 spin_multiplicity=1
O -1.7238 -0.6911 -1.2432
C -0.7073 -0.6248 0.7363
C 0.5138 -0.2486 0.2952
C 0.8791 1.1359 0.2047
C 1.1566 2.3076 0.2172
C 1.5107 -1.2628 0.0840
N 2.3015 -2.1045 -0.0005
H -2.1707 0.1586 -1.1456
H -1.4264 0.1160 1.0675
H -0.9710 -1.6648 0.8752
H -0.7850 -0.4615 -1.3682
H 1.4225 3.3398 0.2774


y:
12
Properties=species:S:1:pos:R:3 method="wB97M-V/def2-TZVPD" molar_mass_da=95.10 charge=0 smiles="N#C[C@@H]1CC1=C=O.[H][H]" gap_ev=9.94 spin_multiplicity=1
O -1.2576 -0.8670 2.3232
C -0.7027 -0.3418 1.4455
C -0.1061 0.3994 0.5461
C 1.2874 0.7758 0.2788
C 0.3892 0.2942 -0.8496
C 0.6259 -1.0208 -1.4154
N 0.8134 -2.0729 -1.8599
H -2.4511 -0.4265 0.1207
H -2.2381 0.2872 0.0722
H 2.0625 0.1015 0.6268
H 1.5197 1.8378 0.2910
H 0.0574 1.0329 -1.5793


z:
12
Properties=species:S:1:pos:R:3 method="wB97M-V/def2-TZVPD" molar_mass_da=95.10 charge=0 smiles=C#C[C@@H](C#N)CO gap_ev=11.50 spin_multiplicity=1
O -2.0358 0.0276 0.0515
C -0.9277 -0.6539 0.5670
C 0.3051 -0.4833 -0.3608
C 0.6394 0.9417 -0.4930
C 0.8511 2.1228 -0.5825
C 1.4451 -1.2654 0.1468
N 2.3083 -1.9083 0.5687
H -1.8245 0.9723 0.0489
H -0.6584 -0.3142 1.5773
H -1.1917 -1.7140 0.6136
H 0.0370 -0.8754 -1.3501
H 1.0601 3.1664 -0.6758


Most stable one: z, least stable one: w.


w:
12
Properties=species:S:1:pos:R:3 method="wB97M-V/def2-TZVPD" molar_mass_da=95.10 charge=0 gap_ev="8.88 / 8.88" spin_multiplicity=1
O -0.5792 2.7053 -0.2249
C -0.6992 1.8994 0.5970
C 0.7095 0.3055 0.3863
C 0.4941 -1.1555 0.6348
C 0.2673 -0.5890 -0.7453
C -1.1037 -0.4307 -1.1834
N -2.2112 -0.2568 -1.4732
H -0.5514 1.0319 1.2641
H 1.7378 0.6603 0.3496
H -0.3807 -1.4970 1.1877
H 1.3533 -1.8145 0.7423
H 0.9632 -0.8590 -1.5351


x:
12
Properties=species:S:1:pos:R:3 method="wB97M-V/def2-TZVPD" molar_mass_da=95.10 charge=0 smiles="[H]/N=C1/C=C[C@@H]1C=O" gap_ev=10.07 spin_multiplicity=1
C -1.1186 0.1184 -0.7478
C -0.5938 0.9309 0.1543
C -0.3272 -1.0291 -0.3920
C 1.7783 0.3542 0.5046
C 0.3163 0.0072 0.7586
N -0.2357 -2.1668 -0.8150
O 2.7629 -0.3278 0.6420
H -1.8496 0.2969 -1.4873
H -0.6650 1.9900 0.3479
H 1.6457 1.2193 -0.2548
H 0.1048 -0.1853 1.8612
H 0.4481 -2.8564 -0.3557


Most stable one: x, least stable one: w.


w:
20
Properties=species:S:1:pos:R:3 method="wB97M-V/def2-TZVPD" molar_mass_da=120.16 charge=0 gap_ev=9.30 spin_multiplicity=1
C -0.5860 1.3560 1.6404
N 0.2200 0.7285 0.6139
C 0.9305 -0.4549 0.8475
N 0.3376 -1.3262 1.7418
O 0.9868 1.6782 -0.0935
N 2.1764 -0.4399 0.5308
H 1.8811 1.2834 -0.1034
H -0.6690 -1.3900 1.7258
H 0.8191 -2.2004 1.8837
H 2.7080 -1.2507 0.8189
H -0.8927 2.3206 1.2581
H -0.0432 1.4867 2.5868
H -1.4880 0.7633 1.8119
C -0.9421 -0.1650 -2.7212
N -1.1652 -0.8864 -1.4800
H -1.2874 -0.1875 -0.7290
H -0.2568 -1.3803 -1.1739
H -0.0488 0.4703 -2.7179
H -1.8024 0.4828 -2.9042
H -0.8781 -0.8886 -3.5364


x:
20
Properties=species:S:1:pos:R:3 method="wB97M-V/def2-TZVPD" molar_mass_da=120.16 charge=0 gap_ev=9.57 spin_multiplicity=1
C 1.3512 0.1365 0.0273
N 1.5378 0.4814 1.4159
N 2.5113 0.6226 -0.6780
O 1.2270 -1.2881 -0.0348
H 1.7938 -1.6618 0.6564
H 0.2909 0.4267 -0.6322
H 3.3569 0.2751 -0.2278
H 0.6504 0.4021 1.9120
H 1.8631 1.4365 1.5020
H 2.5213 0.2899 -1.6340
C -1.8844 -1.0313 -0.9707
N -1.5487 0.3797 -0.8011
C -1.5579 0.9609 0.4892
N -1.4765 0.3752 1.6074
H -1.8494 0.9815 -1.5572
H -1.5411 -0.6385 1.5490
H -1.3889 2.0322 0.4494
H -2.6711 -1.3720 -0.2963
H -0.9720 -1.6044 -0.7844
H -2.2135 -1.2041 -1.9922


Most stable one: x, least stable one: w.